1.
Formula: C21H31N3O3S
Source: the Open Molecules 2025 dataset
Level of theory: the ωB97M-V functional and the def2-TZVPD basis

Frontier orbital gap   8.92 eV

Element x y z (Å)
1 S 0.444 1.855 0.221
2 O -2.068 -0.442 5.611
3 O 1.034 3.153 0.041
4 O 1.322 0.732 0.383
5 N -0.600 1.576 -1.073
6 N 1.140 -0.939 -3.211
7 N -1.739 -1.507 6.375
8 C -2.045 5.290 1.439
9 C 2.768 -3.184 -4.079
10 C -1.220 -0.360 4.565
11 C -0.704 -2.089 5.825
12 C -0.536 0.828 2.506
13 C -3.097 3.614 -0.123
14 C -0.698 1.861 1.607
15 C -0.411 0.331 -1.785
16 C 2.894 -4.646 -4.495
17 C 1.836 -2.418 -5.016
18 C 1.679 -0.971 -4.557
19 C -0.079 -3.300 6.411
20 C -2.541 2.688 2.857
21 C 0.771 0.389 -2.763
22 C -1.884 3.929 0.758
23 C -2.393 1.663 3.768
24 C 2.225 -3.052 -2.657
25 C -1.381 0.714 3.607
26 C 2.063 -1.581 -2.290
27 C -1.694 2.819 1.757
28 C -0.321 -1.395 4.651
29 H 3.287 -4.723 -5.507
30 H 3.566 -5.177 -3.824
31 H -1.334 0.082 -2.316
32 H -2.977 5.353 1.995
33 H -3.222 4.387 -0.876
34 H 3.761 -2.721 -4.118
35 H 2.899 -3.533 -1.946
36 H -2.047 6.076 0.687
37 H -2.962 2.656 -0.620
38 H -3.333 3.405 3.004
39 H -0.228 -0.431 -1.029
40 H 2.223 -2.436 -6.037
41 H -1.218 5.470 2.121
42 H -0.597 2.377 -1.689
43 H -0.612 -3.585 7.313
44 H 3.050 -1.085 -2.315
45 H 0.487 -1.630 3.991
46 H 1.252 -3.542 -2.596
47 H 1.606 0.901 -2.256
48 H -0.111 -4.121 5.697
49 H -4.003 3.569 0.479
50 H 2.658 -0.459 -4.616
51 H 1.923 -5.135 -4.466
52 H 1.673 -1.483 -1.276
53 H 0.984 -0.452 -5.222
54 H 0.260 0.124 2.330
55 H -0.992 3.973 0.132
56 H 0.964 -3.102 6.654
57 H 0.480 0.993 -3.628
58 H -3.058 1.583 4.614
59 H 0.854 -2.894 -5.012

Atomic partial charges in e from the natural (NBO) method, atoms 1 to 8: S 2.295; O -0.274; O -0.938; O -0.947; N -0.867; N -0.451; N -0.131; C -0.594

---

2.
Formula: C37H35ClN2NdS2Si2
Source: the Open Molecules 2025 dataset
Level of theory: the ωB97M-V functional and the def2-TZVPD basis

Frontier orbital gap (spin up / spin down)   5.82 / 5.80 eV
Multiplicity   4
Net charge   +1

Element x y z (Å)
1 Nd -0.119 0.325 0.043
2 Cl 2.523 3.449 -1.620
3 S -3.228 2.312 3.408
4 S -4.352 0.365 -2.712
5 Si 5.834 6.077 -3.152
6 Si 2.409 1.389 -1.552
7 N -2.305 0.476 -1.130
8 N -1.821 1.321 1.468
9 C 2.945 1.031 -5.675
10 C 5.739 4.871 -7.657
11 C 2.848 1.570 -4.381
12 C -1.712 1.727 2.723
13 C 6.148 6.540 -5.946
14 C 7.569 5.611 -0.980
15 C -0.405 1.751 3.452
16 C -4.016 1.957 1.889
17 C 5.051 0.582 1.529
18 C -0.093 -1.475 1.891
19 C 2.501 0.745 -3.294
20 C 6.025 -0.410 -0.444
21 C 2.243 -1.129 -4.834
22 C 5.416 4.315 -5.321
23 C 5.391 3.946 -6.670
24 C 8.644 5.016 -0.318
25 C 3.901 0.764 -0.613
26 C 9.349 3.978 -2.383
27 C -3.383 0.992 -0.386
28 C -1.041 -1.869 0.900
29 C -4.559 1.022 -1.113
30 C -0.328 -2.174 -0.300
31 C 2.186 -0.613 -3.535
32 C 1.067 -1.962 -0.047
33 C 3.972 1.048 0.770
34 C 2.638 -0.315 -5.903
35 C 4.944 0.039 -1.218
36 C 1.208 -1.519 1.302
37 C 7.356 5.377 -2.353
38 C -1.674 -0.453 -3.343
39 C 8.278 4.581 -3.054
40 C -2.645 0.094 -2.348
41 C 6.072 -0.161 0.927
42 C 9.528 4.185 -1.014
43 C 5.797 5.615 -4.949
44 C 6.124 6.166 -7.293
45 C -3.139 1.421 0.967
46 H 3.221 1.683 -6.507
47 H -5.483 1.413 -0.714
48 H 2.154 -1.361 1.825
49 H 10.349 3.696 -0.488
50 H -0.759 -2.606 -1.203
51 H -1.460 0.310 -4.104
52 H -0.737 -0.751 -2.841
53 H 8.792 5.194 0.748
54 H 1.898 -1.276 -2.707
55 H -2.107 -2.046 1.074
56 H 6.824 -0.974 -0.927
57 H 4.638 5.555 -2.458
58 H 6.404 6.885 -8.063
59 H 0.351 2.309 2.864
60 H 6.451 7.551 -5.666
61 H 3.199 1.653 1.254
62 H 8.153 4.414 -4.128
63 H 10.040 3.340 -2.935
64 H -5.067 2.124 1.677
65 H 4.915 -0.162 -2.298
66 H 5.079 0.795 2.598
67 H 5.716 4.583 -8.708
68 H 3.039 2.633 -4.219
69 H 6.904 -0.535 1.529
70 H 1.957 -2.169 -5.013
71 H 6.874 6.249 -0.430
72 H 5.842 7.557 -3.063
73 H 5.104 2.931 -6.944
74 H 2.692 -0.723 -6.914
75 H 1.883 -2.193 -0.732
76 H -2.129 -1.331 -3.831
77 H -0.557 2.258 4.412
78 H 5.148 3.586 -4.552
79 H -0.314 -1.311 2.947
80 H -0.053 0.722 3.659

Atomic partial charges in e from the Mulliken method, atoms 1 to 8: Nd 0.905; Cl -0.374; S -0.098; S -0.132; Si 0.396; Si -0.173; N -0.028; N 0.013

---

3.
Formula: C12H30N2Na7O12P2
Source: the Open Molecules 2025 dataset
Level of theory: the ωB97M-V functional and the def2-TZVPD basis

Frontier orbital gap   2.70 eV
Net charge   +1

Element x y z (Å)
1 P -0.851 1.584 3.557
2 P 2.311 0.027 1.138
3 Na 4.275 -1.116 2.754
4 Na 4.440 1.707 0.039
5 Na 2.706 -2.218 -0.567
6 Na -0.257 1.212 0.703
7 Na 0.301 -1.880 2.099
8 Na 1.041 -0.570 4.716
9 Na 2.016 2.177 3.155
10 O -4.414 -2.965 5.149
11 O 2.066 -0.006 -3.894
12 O 2.353 1.545 0.931
13 O 5.324 3.324 -4.969
14 O -0.812 0.169 2.850
15 O 3.649 -0.603 0.615
16 O 0.330 1.578 4.607
17 O -2.124 1.848 4.278
18 O -3.087 -1.803 0.113
19 O 1.219 -0.621 0.227
20 O -0.460 2.659 2.505
21 O 2.011 -0.343 2.639
22 N 4.120 2.159 -2.468
23 N -4.593 -1.773 2.440
24 C 0.812 0.330 -4.427
25 C 2.273 0.482 -2.573
26 C -4.924 -0.910 1.348
27 C -1.821 -1.647 -0.432
28 C -5.696 -2.159 3.268
29 C 4.818 4.286 -5.867
30 C 4.792 1.486 -3.578
31 C -5.350 -3.316 4.171
32 C 2.630 1.941 -2.522
33 C 4.585 2.114 -4.950
34 C -4.357 -3.927 6.185
35 C -3.665 -0.573 0.570
36 H -4.162 -4.917 5.759
37 H 2.176 2.504 -3.338
38 H 3.793 4.592 -5.606
39 H -1.446 -2.667 -0.581
40 H -1.799 -1.142 -1.410
41 H -5.631 -1.457 0.696
42 H -3.514 -3.641 6.814
43 H 5.877 1.536 -3.404
44 H 2.230 2.365 -1.596
45 H -3.930 0.005 -0.324
46 H -5.944 -1.336 3.945
47 H 1.379 0.261 -1.983
48 H 4.763 3.906 -6.892
49 H 0.017 0.192 -3.683
50 H -5.374 0.028 1.669
51 H 4.234 3.143 -2.719
52 H 0.616 -0.240 -5.331
53 H 0.749 1.385 -4.745
54 H 3.521 2.361 -5.060
55 H -4.053 -2.563 2.119
56 H 4.923 1.410 -5.713
57 H -2.995 -0.042 1.259
58 H -5.260 -3.875 6.798
59 H -5.020 -4.196 3.584
60 H 3.106 -0.123 -2.204
61 H -6.572 -2.508 2.694
62 H -1.151 -1.093 0.238
63 H 4.636 0.410 -3.650
64 H -6.293 -3.648 4.637
65 H 5.464 5.153 -5.782

Atomic partial charges in e from the natural (NBO) method, atoms 1 to 8: P 2.490; P 2.453; Na 0.973; Na 0.958; Na 0.978; Na 0.940; Na 0.948; Na 0.948

---

DFT total energy (computed, eV): -43727.1851; -107138.6561; -89980.0840